1.
The following is a quantum chemistry calculation of a 7-piece molecular cluster, C22H63N5O7 overall, from OMol25.

The geometry in XYZ format:
```
97
Properties=species:S:1:pos:R:3:forces:R:3
C 0.77774 -0.54748 -0.64666 -0.492 -1.426 -1.375
O 0.37129 -1.83274 -1.24203 0.940 0.542 1.881
H 1.52533 -0.08586 -1.29173 0.128 0.115 0.113
H -0.09663 0.10253 -0.61384 -0.037 0.072 0.267
H 1.20670 -0.73195 0.33825 -0.174 -0.081 -0.114
H 0.15474 -1.70581 -2.16864 0.161 0.345 -0.781
C 2.25372 -5.31996 -2.67536 0.408 0.438 -1.282
O 2.60782 -4.27962 -1.81863 0.437 0.060 1.277
H 2.87374 -6.20709 -2.54615 -0.205 -0.105 0.763
H 1.18638 -5.54074 -2.66321 0.056 -0.233 -0.017
H 2.57412 -4.97919 -3.65990 -0.565 -0.199 -0.649
H 1.87079 -3.67924 -1.68480 -0.203 0.207 -0.015
C 0.54751 -7.46846 4.86802 -0.774 0.189 -1.251
C 0.13158 -6.86871 3.45473 -0.162 1.364 0.667
C 0.16628 -5.31335 3.50555 0.421 0.259 -0.250
O -0.36055 -4.76854 2.28550 0.299 -0.065 -0.637
C -0.13166 -3.39012 1.93171 -0.407 0.333 1.244
N 0.91152 -7.29638 2.26688 -0.356 -0.498 0.914
H 0.45458 -8.55268 4.80537 0.661 -0.079 -0.065
H -0.16689 -7.22799 5.65536 -0.372 0.446 -0.295
H 1.49421 -7.11184 5.27386 0.311 -0.274 -0.473
H -0.92275 -7.09777 3.29976 0.013 -0.514 -0.176
H 1.23187 -5.12939 3.64264 0.323 0.687 -0.256
H -0.34140 -4.84572 4.34916 -0.297 -0.247 0.245
H -0.58566 -3.05868 0.99783 0.199 -1.103 -0.465
H 0.90598 -3.05718 1.95525 0.260 -0.473 -0.093
H -0.66582 -2.72751 2.61269 0.001 -0.027 0.709
H 0.77267 -6.59754 1.55103 -0.282 0.091 -0.212
H 1.90589 -7.27992 2.44311 0.172 -0.050 0.345
C -2.77959 3.72046 2.01631 0.224 1.115 -1.036
C -3.69944 3.45424 0.79151 0.954 -1.215 1.062
C -2.88406 2.92619 -0.45473 -0.382 0.704 1.298
O -1.92037 3.91058 -0.84819 -0.944 -0.060 0.411
C -1.04643 3.51197 -1.87443 -0.600 -0.625 -0.566
N -4.71849 2.46571 1.21154 -0.034 -0.386 -1.661
H -2.22989 4.62619 1.76022 0.030 0.391 0.499
H -1.99306 3.00643 2.26049 -0.422 -0.599 -0.463
H -3.37584 3.83363 2.92174 -0.045 0.351 -0.044
H -4.22828 4.34162 0.44371 0.181 0.266 0.286
H -3.65225 2.68938 -1.19086 0.279 0.078 -0.643
H -2.35898 2.01225 -0.17704 0.075 -0.311 0.054
H -0.48768 2.61202 -1.61753 0.535 0.067 0.446
H -0.41217 4.34770 -2.17000 -0.072 -0.115 0.174
H -1.57190 3.18407 -2.77135 -0.422 0.238 -0.262
H -5.12632 2.58738 2.12750 0.416 0.289 -0.010
H -4.31809 1.54108 1.14190 -0.107 -0.178 0.245
C -4.01401 -1.63683 -3.45753 -0.572 0.574 -0.714
C -2.59947 -2.08130 -3.21074 0.781 -0.620 0.396
C -1.63169 -1.03781 -3.62985 1.284 0.275 -2.013
O -0.23241 -1.51966 -3.83709 -2.095 -0.420 0.730
C 0.54274 -0.54445 -4.45746 1.280 0.620 -0.368
N -2.42597 -2.37673 -1.82050 -0.633 -0.904 1.516
H -4.35621 -0.77181 -2.88943 0.370 -0.055 0.419
H -4.73650 -2.43662 -3.29485 0.085 -0.109 0.029
H -4.08773 -1.30834 -4.49423 -0.196 -0.226 -0.235
H -2.40755 -2.96244 -3.82301 0.030 -0.164 -0.395
H -1.66956 -0.16384 -2.97959 0.241 0.075 0.098
H -1.91594 -0.77409 -4.64855 -0.176 0.586 0.002
H 1.52186 -0.93410 -4.73604 0.137 -0.485 0.543
H 0.71397 0.29484 -3.78339 -0.046 0.356 -0.086
H 0.22114 -0.17614 -5.43164 -0.966 0.079 0.073
H -2.99621 -3.18332 -1.60991 -0.585 -0.028 0.242
H -1.52179 -2.70890 -1.51682 0.559 0.497 -0.415
C 2.68973 2.78145 -1.84407 0.281 0.945 0.326
C 2.86466 4.23039 -1.30429 -0.667 -0.044 0.302
C 2.97177 5.28913 -2.40444 0.346 -0.286 -0.587
O 1.69678 5.44117 -3.05987 0.570 0.226 -0.430
C 1.64335 6.45835 -4.07258 0.492 0.315 0.707
N 1.73496 4.53192 -0.41933 -0.490 -0.254 -0.283
H 2.32665 2.13077 -1.04853 0.092 0.087 0.042
H 3.65696 2.40918 -2.18168 -0.112 -0.112 -0.230
H 1.96355 2.76424 -2.65676 0.089 -0.047 -0.115
H 3.73532 4.27441 -0.64998 0.418 0.013 -0.354
H 3.77983 5.01326 -3.08196 -0.199 -0.468 -0.713
H 3.39476 6.21859 -2.02329 -0.684 0.563 0.488
H 1.80634 7.43028 -3.60688 0.079 0.256 0.196
H 0.67759 6.53821 -4.57161 -0.142 -0.669 0.352
H 2.40259 6.37941 -4.85068 0.194 -0.502 0.002
H 1.72855 5.49600 -0.11831 0.473 0.321 0.191
H 0.94690 4.52534 -1.05100 -0.403 -0.217 0.277
C 0.85504 2.03284 1.48605 -0.353 1.012 1.692
C 0.56591 1.05064 2.62856 0.712 -1.271 -1.713
C 1.26077 1.41300 3.91527 0.360 -0.074 0.174
O 1.18759 0.34198 4.86857 0.438 -0.026 0.145
C 1.87941 0.65639 6.06593 -0.742 0.889 0.624
N -0.84659 0.83162 2.83290 -0.837 0.060 0.350
H 0.23515 2.89132 1.74461 0.106 0.446 -0.525
H 0.63403 1.73522 0.46102 -0.043 -0.235 0.384
H 1.89291 2.35318 1.57721 0.018 0.024 -0.383
H 0.91898 0.11106 2.20354 0.961 -0.428 0.703
H 0.82384 2.32912 4.31265 -0.436 0.085 0.301
H 2.30458 1.67830 3.74741 0.269 -0.238 -0.271
H 2.96801 0.71001 6.05284 0.184 -0.152 -0.772
H 1.63231 0.02995 6.92303 -0.321 -0.728 -0.559
H 1.52642 1.62677 6.41503 0.104 0.467 -0.036
H -1.18917 0.34968 2.01407 -0.297 0.218 -0.497
H -0.92412 0.09625 3.52088 -0.088 -0.012 0.585
```
Forces are in eV/Å.

Computed properties:
2S+1 = 2
Electronic energy = -45612.49176 eV
HOMO (alpha / beta) = 0.897 / -6.869 eV
ΔE to the lowest compared entry with this formula, charge and spin = 0.0 kcal per mole
Charge = -1
Orbital gap (alpha / beta) = 1.54 / 9.24 eV
Lowest unoccupied orbital energy (alpha / beta) = 2.44 / 2.37 eV

2.
The following is a quantum chemistry calculation of a 2-piece molecular cluster, C5H11NO overall, from OMol25.

The geometry in XYZ format:
```
18
Properties=species:S:1:pos:R:3:forces:R:3
C 1.02153 -0.58924 -0.26134 0.556 -1.251 -0.048
C -2.87688 0.91714 -0.15006 0.475 -0.314 -0.425
C 2.94269 0.57991 0.77949 -0.072 0.119 -0.162
C -1.04402 -1.83751 -0.19688 0.107 -0.758 -0.049
C 1.90967 0.57252 -0.34632 0.275 0.412 0.048
N -0.18354 -0.71444 -0.22066 0.944 -0.952 -0.090
O -1.47759 0.81561 -0.21764 -2.080 2.812 0.187
H -3.31731 1.06102 -1.14452 -0.064 -0.009 0.087
H -3.32393 0.01590 0.29735 0.129 0.116 0.084
H -3.12158 1.76850 0.49600 -0.034 -0.073 0.077
H 2.44587 0.62978 1.74352 -0.016 -0.029 0.153
H 3.58919 1.44894 0.68543 0.076 0.056 0.014
H 3.55594 -0.31610 0.74711 0.050 -0.091 0.031
H -1.69543 -1.77070 0.67133 -0.062 -0.057 0.072
H -1.66720 -1.82029 -1.09257 -0.018 -0.056 0.037
H -0.47697 -2.77052 -0.16236 -0.107 -0.164 0.009
H 2.41963 0.53033 -1.31323 -0.071 0.049 0.036
H 1.29993 1.47916 -0.31465 -0.086 0.190 -0.061
```
Forces are in eV/Å.

Computed properties:
2S+1 = 3
Electronic energy = -8895.14916 eV
HOMO (alpha / beta) = -6.247 / -9.593 eV
ΔE to the lowest compared entry with this formula, charge and spin = 0.0 kcal per mole
Charge = 0
Orbital gap (alpha / beta) = 7.31 / 8.39 eV
Lowest unoccupied orbital energy (alpha / beta) = 1.07 / -1.20 eV

3.
The following is a quantum chemistry calculation of one molecule with the formula C24H28N4O3, from OMol25.

The geometry in XYZ format:
```
59
Properties=species:S:1:pos:R:3:forces:R:3
C -5.11627 -2.99634 -1.43861 -2.368 4.352 -2.791
O -4.59858 -2.53043 -0.25656 -5.608 -0.104 -0.574
C -3.37972 -2.66953 0.04326 2.262 -1.547 -2.669
C -2.39504 -3.16846 -0.96890 1.202 2.887 8.767
C -1.15837 -3.05575 -0.34842 -0.825 -0.769 0.280
C -0.86392 -2.72258 1.06586 4.488 -2.751 -9.876
C 0.50761 -2.43404 1.19901 3.474 -1.677 6.309
N 1.05352 -2.36190 2.37784 -2.431 4.317 6.521
O 2.41221 -2.08377 2.43990 -2.312 -2.412 -4.028
C 2.69149 -2.53897 1.02263 1.039 0.271 5.186
C 4.15001 -2.73846 0.76301 -0.195 5.498 -0.303
C 4.25811 -2.02319 -0.60677 5.602 2.225 -1.978
C 4.37326 -0.33671 -0.69884 -6.996 -5.064 1.004
O 5.21345 0.20250 -0.09586 2.855 2.069 0.491
N 3.14077 0.20723 -1.20220 2.842 2.791 1.573
C 1.75772 -0.21816 -1.25489 2.602 -2.002 -4.703
C 0.79645 0.34597 -0.26447 -1.127 2.366 -10.353
N 0.85825 1.90784 -0.82033 -1.102 -5.114 4.569
C -0.19822 2.43297 -0.10688 -4.029 -0.591 -5.060
C -0.21404 3.06971 1.00557 -0.353 8.180 7.552
C -1.30145 4.10893 1.42863 -2.821 -5.411 1.822
C -1.22585 4.88049 2.91034 -1.578 6.855 -18.263
C -2.62008 3.74284 0.90326 9.097 -1.510 -0.897
C -2.57271 2.91355 -0.24391 -1.712 1.602 -0.470
C -1.48534 2.38061 -0.83520 0.671 -2.602 -0.507
C -1.64642 1.41334 -2.15544 3.392 -1.302 6.240
C 2.06497 2.21398 -0.18321 5.461 -1.885 -1.057
C 3.10037 1.72371 -1.23394 6.157 -3.420 10.493
N 1.57758 -2.79901 0.55993 2.877 -1.481 -9.621
C -1.81329 -2.22038 1.66525 -6.380 4.840 10.483
C -3.15625 -2.23730 1.28180 3.471 -0.210 1.633
H -4.60169 -2.33678 -2.28888 -1.624 -0.986 1.248
H -6.33318 -2.90888 -1.46903 3.281 0.047 0.233
H -4.85340 -3.93172 -1.73010 0.774 -3.265 -0.160
H -2.66825 -3.34643 -1.89868 -0.667 -0.901 -4.142
H -0.27137 -3.14543 -0.87306 1.507 -0.683 -1.478
H 4.49477 -3.70719 0.79109 0.417 -2.289 -0.221
H 4.84940 -2.11102 1.55153 -2.144 -1.487 -1.845
H 5.32107 -2.18561 -1.08877 -1.336 -0.080 1.311
H 3.75281 -2.32608 -1.47502 -1.866 -0.933 -0.426
H 1.83962 -1.28204 -1.26192 -0.654 -0.945 0.272
H 1.63517 0.02249 -2.48226 -1.265 -0.373 3.358
H -0.10441 -0.01372 -0.74018 -0.801 -0.248 0.998
H 1.00657 0.07942 0.64163 0.912 -0.504 5.780
H 0.56664 3.44749 1.78147 -0.095 -1.874 -2.053
H -0.72101 5.81990 2.37879 -0.926 -1.235 2.354
H -0.77332 4.51519 3.53865 9.042 -7.027 11.155
H -2.12690 5.05335 3.18253 -6.062 1.501 1.579
H -3.39723 4.30787 0.95602 -5.021 3.326 1.222
H -3.50376 3.04777 -0.80355 0.097 -1.005 -0.160
H -0.62665 1.42433 -2.52027 -0.223 -0.407 -0.889
H -2.37278 1.75130 -2.72149 -3.230 1.888 -3.170
H -1.97738 0.35814 -1.79216 0.815 1.680 -0.543
H 2.10948 3.20157 -0.29193 0.693 4.540 0.643
H 2.57376 1.84804 0.85995 -2.238 0.626 -2.013
H 4.36248 1.93227 -0.89891 -4.013 0.162 -0.822
H 3.06253 1.86402 -2.14506 -1.369 2.766 -8.807
H -1.58855 -1.75016 2.81058 -0.586 -1.189 -3.202
H -3.86467 -2.03671 2.03714 -1.075 0.493 0.004
```
Forces are in eV/Å.

Computed properties:
Electronic energy = -37425.93878 eV
SMILES = COc1ccc(-c2noc(CCC(=O)N3CCN(c4cc(C)ccc4C)CC3)n2)cc1
HOMO = -8.332 eV
ΔE to the lowest compared entry with this formula, charge and spin = 513.8 kcal per mole
Charge = 0
Orbital gap = 8.86 eV
Lowest unoccupied orbital energy = 0.53 eV

4.
The following is a quantum chemistry calculation of C15H39Ag2FO10P as an isolated structure, from OMol25.

The geometry in XYZ format:
```
68
Properties=species:S:1:pos:R:3:forces:R:3
Ag -1.39255 -4.40028 1.06785 0.514 1.341 0.130
Ag 1.67570 -2.02935 1.13265 -0.306 0.152 -0.708
F -0.80590 -2.09886 1.11794 -0.409 -1.579 -0.225
C 1.96163 -0.47020 -4.99214 -0.194 0.879 -0.642
O 2.01192 -1.26612 -3.80074 -0.181 0.007 1.303
P 1.62677 -0.58897 -2.39632 -0.270 1.284 -1.081
O 2.02093 -1.38759 -1.21568 -0.755 -0.381 -0.303
O 2.35400 0.85307 -2.36893 -3.472 -1.442 0.466
C 3.71538 0.88921 -2.65000 1.271 0.350 -0.780
O 0.01899 -0.21792 -2.58877 2.550 -0.453 -0.387
C -0.93584 -1.08977 -2.00200 -0.489 0.670 1.291
H 1.42795 -0.94486 -5.81554 0.079 -0.576 0.399
H 2.97147 -0.23809 -5.33047 -0.006 -0.121 0.169
H 1.42415 0.46198 -4.81818 0.113 0.095 0.130
H 3.78581 1.54579 -3.51720 0.583 -0.050 0.036
H 4.07057 -0.11095 -2.89824 0.414 0.120 0.038
H 4.25779 1.31930 -1.80803 -0.022 -0.118 -0.050
H -1.27773 -0.46550 -1.17647 -0.189 -0.694 0.679
H -0.51973 -2.03795 -1.66155 0.076 0.163 0.111
H -1.84167 -1.28527 -2.57589 0.482 0.167 -0.947
C -6.10786 0.49131 0.20550 0.523 0.825 0.234
O -4.93030 0.26745 0.97603 -0.158 -1.030 -1.399
C -3.91092 -0.42009 0.22667 -0.209 2.220 1.478
C -4.11036 -1.93838 0.13003 -1.569 -1.947 -0.489
O -5.30672 -2.41873 -0.51132 1.240 1.379 0.754
C -5.34697 -2.37448 -1.94385 0.086 -0.160 -0.259
H -5.85075 0.71177 -0.83055 -0.084 -0.300 -0.065
H -6.69224 1.31522 0.61509 0.157 -0.131 0.352
H -6.67437 -0.43300 0.31873 -0.319 -0.574 -0.204
H -3.06363 -0.26551 0.89473 0.477 -0.393 -0.350
H -3.78162 0.12996 -0.70544 -0.079 -0.439 -0.325
H -4.09099 -2.34336 1.14181 -0.483 0.158 0.046
H -3.22565 -2.36342 -0.34404 0.274 0.492 -0.436
H -4.57816 -3.02285 -2.36414 -0.027 -0.218 0.058
H -5.17910 -1.39009 -2.38077 0.067 0.392 0.375
H -6.33960 -2.69264 -2.26253 0.156 -0.152 0.248
C -0.48988 1.27909 1.25726 0.294 1.436 0.073
O 0.06471 2.57574 1.02897 -0.470 -0.963 0.072
C 0.12260 2.88926 -0.35710 2.092 1.212 0.993
C 0.99417 4.16969 -0.41750 0.072 0.334 -0.850
O 2.41996 4.07272 -0.51763 0.362 -1.010 -0.210
C 3.08502 3.25256 0.41694 -0.446 0.005 1.613
H -1.44502 1.27279 0.73212 -0.261 -0.549 -0.090
H -0.65965 1.19427 2.33062 -0.011 -0.114 -0.054
H 0.18873 0.49852 0.91334 -0.068 -0.251 -0.165
H -0.85242 3.11419 -0.78934 -0.219 -0.191 0.028
H 0.66434 2.11222 -0.89638 -0.262 -0.263 -0.276
H 0.74819 4.85815 0.39097 -0.202 -0.229 0.328
H 0.74602 4.68898 -1.34316 -0.088 0.048 -0.036
H 4.17156 3.31042 0.48173 0.117 0.537 -1.255
H 2.84735 2.18904 0.39351 -0.368 -0.178 -0.540
H 2.85097 3.55639 1.43723 -0.536 0.149 0.299
C 0.43753 -2.75895 3.87397 -0.445 0.820 -0.176
O 1.63939 -2.09000 3.50852 0.120 -1.147 -0.163
C 1.67991 -0.77023 3.95923 0.192 0.907 0.294
C 2.91624 -0.04251 3.40964 -0.524 -0.200 0.157
O 3.07561 -0.43031 2.04830 0.212 1.028 0.597
C 4.30992 0.00339 1.47292 0.095 -0.922 -0.536
H -0.37521 -2.16592 3.45460 -0.351 -0.128 0.002
H 0.28995 -2.81047 4.95271 0.305 -0.221 0.088
H 0.41789 -3.74320 3.40603 0.288 -0.079 0.217
H 1.57544 -0.74696 5.04397 0.601 0.072 0.246
H 0.81708 -0.19009 3.63204 -0.400 -0.212 -0.510
H 3.85360 -0.20464 3.94177 -0.083 -0.297 0.184
H 2.65715 1.01463 3.46817 0.272 0.246 -0.023
H 4.18883 -0.36809 0.45536 0.585 0.273 -0.134
H 5.14813 -0.48794 1.96698 0.009 -0.244 0.006
H 4.55164 1.06625 1.47626 -0.726 0.193 0.172
```
Forces are in eV/Å.

Computed properties:
2S+1 = 2
Electronic energy = -56646.73537 eV
HOMO (alpha / beta) = -13.500 / -13.499 eV
Charge = +2
Orbital gap (alpha / beta) = 5.82 / 2.64 eV
Lowest unoccupied orbital energy (alpha / beta) = -7.68 / -10.86 eV